1.
# C2HF2O4S

A cluster of 2 separate species, C2HF2O4S in total in a non-equilibrium geometry (wB97M-V/def2-TZVPD, the OMol25 dataset).

XYZ file:
```
10
Properties=species:S:1:pos:R:3:forces:R:3
C 1.983 -0.167 0.243 0.720 -1.049 1.639
C 0.835 0.577 -0.176 -1.718 0.630 -1.512
O -2.053 -1.539 0.630 -0.099 0.242 -0.037
O -3.009 0.748 0.697 0.116 0.160 0.173
O -3.006 -0.518 -1.410 0.550 0.179 0.584
O 1.751 -0.171 -1.116 -0.814 0.835 0.944
F 3.099 0.543 0.623 0.379 0.062 -0.017
F 0.858 1.989 -0.299 0.728 -2.021 0.181
S -2.445 -0.332 -0.074 0.367 -0.455 -0.621
H 1.986 -1.130 0.881 -0.229 1.417 -1.333
```
Positions in Å, forces in eV/Å.

For the energy relative to the best compared isomer or geometry (same formula, charge and spin), the calculation gives 4.327 eV. For the frontier orbital gap (alpha / beta), the calculation gives 5.77 / 8.52 eV. The net charge is -1. As for the spin multiplicity: 1. Its LUMO energy (alpha / beta) is 2.21 / 3.13 eV. As for the HOMO energy (alpha / beta): -3.5537 / -5.3900 eV.

=====

2.
# C3H5NO2S

An isolated molecule of C3H5NO2S in a non-equilibrium geometry (wB97M-V/def2-TZVPD, the OMol25 dataset).

XYZ file:
```
12
Properties=species:S:1:pos:R:3:forces:R:3
C 0.274 -1.350 -1.081 0.815 -1.964 1.819
N 0.316 -1.918 0.126 -0.206 1.745 -3.092
S -0.509 -1.319 1.536 0.437 -0.072 -1.637
C -0.303 0.467 1.422 0.571 -0.189 0.309
O -0.941 1.147 0.337 1.998 -0.870 0.611
C -0.079 0.956 -0.745 -0.859 0.726 -1.398
O -0.402 -0.214 -1.501 1.544 -1.570 1.011
H 0.936 -1.857 -1.927 -1.751 1.012 1.855
H 0.823 0.682 1.452 -1.609 -0.064 0.006
H -0.782 0.743 2.341 -0.120 0.650 0.524
H -0.347 1.693 -1.494 0.327 0.629 0.243
H 1.014 0.971 -0.466 -1.147 -0.033 -0.253
```
Positions in Å, forces in eV/Å.

For the energy relative to the best compared isomer or geometry (same formula, charge and spin), the calculation gives 2.368 eV. For the frontier orbital gap, the calculation gives 9.76 eV. As for the spin multiplicity: 1. Its LUMO energy is 0.86 eV. As for the HOMO energy: -8.9010 eV.